{
  "formula": "C4H8O",
  "method": "ωB97M-V/def2-TZVPD",
  "e_homo_ha": -0.300,
  "smiles": "C/C=C/OC",
  "de_lowest_kcal_mol": 65.1,
  "elements": ["C", "C", "C", "C", "H", "H", "H", "H", "H", "H", "H", "H", "O"],
  "positions_angstrom": [[2.3929, -0.1726, 0.0906], [0.0901, 0.2510, -0.1320], [-1.0566, 0.7923, 0.0002], [-2.1387, -0.2299, 0.1609], [2.1156, -0.9573, -0.6036], [2.5203, -0.5104, 1.1093], [3.2954, 0.3268, -0.2344], [0.2046, -0.7386, -0.7928], [-1.2345, 1.9016, -0.1283], [-2.8030, -0.3297, 1.0174], [-3.0046, 0.1106, -0.4933], [-1.7159, -1.1694, -0.1313], [1.3344, 0.7256, 0.1371]],
  "atomic_forces_ev_per_a": [[-0.179, -0.184, 0.025], [5.082, -3.730, -2.261], [-3.318, 2.484, 0.920], [-2.813, 1.765, -2.393], [0.449, -0.547, 0.019], [0.379, -0.673, 0.177], [0.107, 0.179, -0.172], [-0.573, 1.270, 2.296], [0.224, -1.324, 1.213], [1.206, 0.182, 1.138], [0.907, -0.893, -0.296], [-0.337, -0.744, -0.123], [-1.136, 2.213, -0.546]]
}